ORCA calculation (the ωB97M-V functional and the def2-TZVPD basis) on a structure of composition C26H50OP2ReSi in a non-equilibrium geometry.

Cartesian coordinates (Å):
Re: 1.292 1.359 -0.308
C: 0.447 0.079 1.255
C: 1.303 1.112 1.762
C: -0.544 2.107 0.729
C: -0.717 0.696 0.699
C: 0.682 2.393 1.436
C: 0.692 -1.390 1.327
H: 1.445 -1.622 2.090
H: 1.081 -1.725 0.357
H: -0.235 -1.950 1.513
C: -1.948 -0.039 0.298
H: -2.038 -0.979 0.860
H: -1.883 -0.297 -0.762
H: -2.879 0.532 0.426
C: -1.541 3.128 0.275
H: -2.559 2.778 0.521
H: -1.501 3.336 -0.809
H: -1.384 4.076 0.797
C: 1.004 3.708 2.082
H: 0.115 4.059 2.639
H: 1.251 4.463 1.323
H: 1.842 3.618 2.782
C: 2.526 0.903 2.585
H: 2.296 0.840 3.658
H: 3.221 1.732 2.442
H: 3.006 -0.035 2.296
C: 1.469 -4.093 -2.468
C: 2.094 -4.053 -1.293
C: 3.566 -4.402 -1.124
C: 4.471 -3.168 -1.341
C: 3.929 -2.359 -2.485
C: 3.949 -2.798 -3.764
C: 3.471 -4.170 -4.198
C: 2.059 -4.657 -3.721
H: 3.795 -5.183 -1.857
H: 5.529 -3.464 -1.503
H: 3.763 -4.807 -0.124
H: 2.182 -5.751 -3.622
H: 0.432 -3.759 -2.593
H: 1.586 -3.656 -0.406
H: 1.351 -4.421 -4.536
H: 3.468 -4.163 -5.304
H: 4.226 -2.178 -4.621
H: 4.183 -4.953 -3.867
H: 4.458 -2.562 -0.413
H: 3.274 -1.492 -2.229
P: 3.244 0.657 -1.495
C: 4.617 0.515 -2.899
C: 4.638 0.517 -0.240
P: 2.475 3.183 -0.705
C: 3.055 2.370 -2.215
C: 3.981 3.871 0.170
C: 1.970 4.747 -1.410
H: 4.219 0.819 -3.886
H: 5.044 -0.500 -2.969
H: 5.401 1.242 -2.628
H: 5.579 0.920 -0.633
H: 4.774 -0.563 -0.078
H: 4.436 0.979 0.732
H: 2.455 4.885 -2.388
H: 2.267 5.572 -0.754
H: 0.882 4.748 -1.505
H: 2.399 2.347 -3.100
H: 4.011 2.813 -2.483
H: 3.610 4.612 0.908
H: 4.603 4.424 -0.566
H: 4.575 3.093 0.670
C: -0.542 1.950 -4.688
Si: -0.784 0.894 -3.172
C: -2.545 1.302 -2.647
C: -0.876 -0.968 -3.362
O: 0.418 1.232 -2.149
H: -1.381 1.769 -5.372
H: 0.393 1.720 -5.202
H: -0.542 3.011 -4.415
H: -3.019 1.763 -3.526
H: -3.124 0.396 -2.424
H: -2.654 1.993 -1.808
H: 0.104 -1.454 -3.358
H: -1.485 -1.414 -2.567
H: -1.372 -1.151 -4.321

The total charge is +2. The value obtained for the calculated total energy is -58387.866 eV. As for the spin multiplicity: 4. Its gap between HOMO and LUMO (spin up / spin down) is 5.5245 / 4.4199 eV. The calculation puts the relative energy (zero: lowest compared OMol25 entry of this formula, charge and spin) at 256.22 kJ/mol. The value obtained for the molar mass is 654.93 g mol⁻¹. The HOMO energy (spin up / spin down) comes out at -12.73 / -13.21 eV. Its expectation value of S² is 3.767.